# 1
Computed, not measured: a 3-piece molecular cluster, CHF3N3 overall in a non-equilibrium geometry, with ωB97M-V/def2-TZVPD.

Atoms and positions in Å:
C 2.487 -0.812 0.024
N 1.585 -0.128 0.183
N -0.925 0.977 1.096
N -0.378 1.047 0.156
F 3.463 -1.541 -0.173
F -0.063 1.292 -1.011
F -2.671 -0.196 -0.121
H -3.497 -0.639 -0.155

Results
ΔE to the lowest compared entry with this formula, charge and spin = 0.0 kcal per mole
Net charge = +1
E_HOMO = -17.3 eV
Molecular weight = 112.0 Da
DFT total energy = -13661.494 eV
Lowest unoccupied orbital energy = -6.49 eV

***

# 2
Computed, not measured: C30H55ClP2SSi2Sn as an isolated structure in a non-equilibrium geometry, with ωB97M-V/def2-TZVPD.

Atoms and positions in Å:
Sn -0.704 -0.008 -0.157
C 1.862 -0.194 -2.376
C 1.059 -1.358 -2.440
C -0.240 -0.956 -2.913
Si 1.703 -3.017 -1.856
C -0.240 0.460 -3.039
C 1.058 0.940 -2.645
Si 1.701 2.676 -2.359
H 2.926 -0.173 -2.146
H -1.034 -1.635 -3.217
H -1.035 1.075 -3.458
Cl -5.241 0.140 1.430
C 3.563 2.625 -2.241
C 1.140 3.751 -3.779
C 3.564 -2.939 -1.741
C 1.154 -4.322 -3.073
H 1.778 3.517 -4.646
H 1.270 4.812 -3.520
H 0.093 3.576 -4.064
H 3.897 2.115 -1.326
H 3.952 3.653 -2.236
H 3.979 2.095 -3.110
H 1.773 -4.216 -3.978
H 0.098 -4.226 -3.362
H 1.320 -5.323 -2.646
H 3.982 -2.567 -2.687
H 3.956 -3.949 -1.555
H 3.891 -2.276 -0.928
C 0.993 3.342 -0.714
C 0.988 -3.393 -0.125
P -0.682 2.742 -0.305
H 1.023 4.447 -0.722
H 1.655 2.990 0.095
P -0.686 -2.730 0.172
H 1.651 -2.911 0.615
H 1.014 -4.483 0.054
C -1.203 -3.215 1.895
C -1.782 -3.738 -0.936
C -1.776 3.546 -1.571
C -1.194 3.520 1.309
C -1.050 2.539 2.478
H -2.268 3.734 1.175
C -0.469 4.825 1.653
H 0.601 4.653 1.824
H -0.893 5.219 2.587
H -0.581 5.598 0.886
H -1.570 1.589 2.296
H -1.489 2.988 3.382
H 0.009 2.331 2.688
H -1.336 3.244 -2.532
C -1.753 5.073 -1.483
C -3.211 3.014 -1.503
H -0.745 5.498 -1.527
H -2.240 5.428 -0.568
H -2.314 5.489 -2.329
H -3.273 1.969 -1.823
H -3.851 3.605 -2.170
H -3.632 3.081 -0.492
H -1.344 -3.606 -1.936
C -3.217 -3.203 -0.959
C -1.758 -5.227 -0.586
H -0.751 -5.655 -0.561
H -2.325 -5.782 -1.345
H -2.242 -5.418 0.379
H -3.280 -2.224 -1.444
H -3.639 -3.106 0.050
H -3.855 -3.896 -1.522
C -1.068 -2.044 2.876
C -0.474 -4.437 2.463
H -2.275 -3.454 1.798
H 0.596 -4.235 2.601
H -0.583 -5.333 1.842
H -0.898 -4.664 3.451
H -0.013 -1.792 3.048
H -1.508 -2.333 3.843
H -1.595 -1.144 2.531
C -2.859 0.037 0.240
H -3.358 -0.041 -0.718
H -3.070 -0.827 0.862
H -3.064 0.994 0.711
S 1.924 0.093 1.022
C 2.247 0.176 2.701
C 3.615 0.105 3.089
C 3.974 0.204 4.425
C 2.993 0.362 5.413
C 1.641 0.413 5.052
C 1.265 0.315 3.712
H 4.356 -0.021 2.303
H 5.039 0.158 4.691
H 3.279 0.442 6.458
H 0.868 0.529 5.817
H 0.215 0.343 3.450

Results
E_HOMO = -7.0 eV
Molecular weight = 720.1 Da
DFT total energy = -95524.855 eV
Lowest unoccupied orbital energy = -1.96 eV

***

# 3
Computed, not measured: one molecule with the formula C3H4NP in a non-equilibrium geometry, with ωB97M-V/def2-TZVPD.

Atoms and positions in Å:
C 0.789 -0.741 0.903
C 0.242 -0.635 -0.262
C 0.348 1.616 1.028
N 0.909 0.546 1.532
P -0.253 1.346 -0.679
H 1.617 -1.403 1.199
H -1.608 1.698 -0.622
H 0.099 2.549 1.531
H 1.060 -1.162 -0.688

Results
ΔE to the lowest compared entry with this formula, charge and spin = 72.4 kcal per mole
SMILES = C1=NC=[PH]=C1
E_HOMO = -8.7 eV
Molecular weight = 85.0 Da
DFT total energy = -13950.202 eV
Lowest unoccupied orbital energy = 0.05 eV

***

# 4
Computed, not measured: one molecule with the formula C4H6O2, with ωB97M-V/def2-TZVPD.

Atoms and positions in Å:
C 1.263 0.179 -0.581
C -0.949 1.257 0.366
O -1.618 0.286 -0.169
C -0.901 -0.923 0.218
C 0.476 -0.339 0.627
O 0.990 -0.537 1.706
H 1.781 1.109 -0.337
H 2.004 -0.591 -0.804
H 0.649 0.339 -1.477
H -1.409 2.209 0.066
H -0.844 -1.590 -0.651
H -1.443 -1.400 1.036

Results
ΔE to the lowest compared entry with this formula, charge and spin = 94.7 kcal per mole
E_HOMO = -9.0 eV
Molecular weight = 86.1 Da
DFT total energy = -8336.355 eV
Lowest unoccupied orbital energy = 0.19 eV

***

# 5
Computed, not measured: C34H30FN3O7PbSi2 as an isolated structure, with ωB97M-V/def2-TZVPD.

Atoms and positions in Å:
Pb 0.201 0.116 -2.009
O 2.300 4.549 0.587
C 1.462 3.695 0.038
O 1.884 2.628 -0.503
C 0.091 4.079 0.059
C -0.240 5.331 0.614
C -1.543 5.708 0.734
C -2.594 4.871 0.316
C -2.294 3.681 -0.260
C -0.940 3.174 -0.419
O -0.721 2.051 -0.901
N -3.421 2.858 -0.724
O -4.427 2.882 -0.044
O -3.288 2.251 -1.763
N -1.863 7.005 1.322
O -0.936 7.702 1.690
O -3.037 7.307 1.406
H 0.532 6.000 0.961
H -3.624 5.176 0.437
C 3.702 4.509 0.274
Si 2.948 1.278 -0.041
C 4.611 1.602 -0.825
C 2.946 1.442 1.828
N 2.183 -0.057 -0.699
C 2.812 -1.288 -0.632
C 3.795 -1.604 0.319
C 4.423 -2.840 0.361
C 4.091 -3.834 -0.543
C 3.124 -3.567 -1.502
C 2.533 -2.330 -1.524
F 1.604 -2.101 -2.512
H 4.040 5.539 0.332
H 4.216 3.897 1.015
H 3.856 4.113 -0.726
H 5.346 2.032 -0.145
H 4.535 2.245 -1.703
H 4.997 0.643 -1.175
H 3.955 1.386 2.242
H 2.361 0.629 2.260
H 2.500 2.374 2.177
H 4.057 -0.868 1.070
H 5.170 -3.024 1.122
H 4.566 -4.804 -0.503
H 2.812 -4.304 -2.228
C -3.638 -0.300 3.389
C -3.432 -1.641 3.094
C -2.702 -2.000 1.971
C -2.164 -1.034 1.115
C -2.378 0.304 1.438
C -3.109 0.674 2.558
Si -1.264 -1.601 -0.442
C -0.331 -3.157 0.074
C 0.564 -3.067 1.146
C 1.269 -4.171 1.595
C 1.098 -5.400 0.971
C 0.221 -5.511 -0.095
C -0.487 -4.399 -0.536
C -2.546 -2.008 -1.761
C -3.896 -1.692 -1.610
C -4.802 -1.898 -2.641
C -4.375 -2.429 -3.848
C -3.035 -2.741 -4.026
C -2.134 -2.523 -2.996
H -4.211 -0.018 4.263
H -3.843 -2.408 3.738
H -2.548 -3.052 1.759
H -1.966 1.065 0.794
H -3.272 1.722 2.775
H 0.712 -2.113 1.641
H 1.954 -4.073 2.428
H 1.646 -6.266 1.318
H 0.081 -6.467 -0.584
H -1.183 -4.513 -1.358
H -4.250 -1.273 -0.675
H -5.843 -1.640 -2.500
H -5.081 -2.592 -4.652
H -2.693 -3.150 -4.968
H -1.086 -2.762 -3.159

Results
ΔE to the lowest compared entry with this formula, charge and spin = 16.4 kcal per mole
E_HOMO = -7.0 eV
Molecular weight = 875.0 Da
DFT total energy = -78265.085 eV
Lowest unoccupied orbital energy = -1.34 eV

***

# 6
Computed, not measured: C23H21F6N3O2SbZn as an isolated structure, with ωB97M-V/def2-TZVPD.

Atoms and positions in Å:
Zn -0.196 0.102 -0.256
C 1.060 2.571 -3.928
C 2.017 1.489 -3.519
C 2.984 1.063 -4.422
C 3.845 0.019 -4.126
C 3.715 -0.640 -2.913
C 2.760 -0.245 -1.985
C 2.656 -0.999 -0.690
C 1.936 0.853 -2.274
N 0.971 1.247 -1.318
C 0.886 2.547 -0.946
O 1.616 3.476 -1.243
C -0.272 2.827 0.018
C -0.463 3.984 0.760
C -1.517 4.004 1.664
C -2.342 2.891 1.850
C -2.067 1.779 1.081
N -1.101 1.815 0.184
C -2.713 0.423 1.194
O -3.815 0.262 1.649
N -1.963 -0.618 0.573
C -2.140 -1.915 0.858
C -2.390 -2.443 2.188
C -2.314 -1.617 3.430
C -2.543 -3.810 2.310
C -2.460 -4.659 1.215
C -2.155 -4.166 -0.057
C -1.950 -2.828 -0.253
C -1.625 -2.298 -1.615
H 0.978 2.602 -5.014
H 1.380 3.549 -3.570
H 0.066 2.388 -3.516
H 3.049 1.562 -5.381
H 4.601 -0.286 -4.836
H 4.361 -1.475 -2.676
H 3.257 -1.907 -0.733
H 1.631 -1.354 -0.478
H 2.971 -0.412 0.170
H 0.216 4.815 0.640
H -1.683 4.887 2.264
H -3.133 2.877 2.583
H -1.525 -0.866 3.371
H -2.088 -2.262 4.276
H -3.258 -1.109 3.616
H -2.694 -4.229 3.295
H -2.591 -5.723 1.355
H -2.074 -4.850 -0.891
H -1.605 -3.110 -2.339
H -0.632 -1.827 -1.657
H -2.350 -1.552 -1.940
F 0.498 -0.071 1.657
Sb 1.589 0.477 3.215
F 0.415 -0.601 4.226
F 2.653 -1.028 2.849
F 2.591 0.988 4.706
F 2.596 1.504 2.007
F 0.359 1.901 3.374

Results
ΔE to the lowest compared entry with this formula, charge and spin = 2.1 kcal per mole
E_HOMO (spin up / spin down) = -8.3 / -8.3 eV
Molecular weight = 672.6 Da
DFT total energy = -104022.811 eV
Expectation value of S² = 0.780
Lowest unoccupied orbital energy (spin up / spin down) = -0.73 / -3.64 eV
Spin multiplicity = 2

***

# 7
Computed, not measured: C25H38BN5O9Pb2 as an isolated structure in a non-equilibrium geometry, with ωB97M-V/def2-TZVPD.

Atoms and positions in Å:
Pb 20.920 20.602 -0.217
Pb 18.087 17.318 0.763
O 17.444 17.549 -1.759
C 18.062 17.784 -2.829
O 17.905 17.245 -4.043
B 18.784 17.855 -5.057
O 19.548 18.902 -4.285
C 19.074 18.873 -3.020
O 19.510 19.565 -2.115
O 18.041 18.439 -6.151
C 18.629 18.121 -7.329
O 18.242 18.482 -8.497
C 19.625 17.024 -7.042
O 19.626 16.825 -5.757
O 20.228 16.356 -7.842
C 17.172 20.591 0.362
O 18.444 20.118 0.832
H 17.285 20.865 -0.687
H 16.383 19.840 0.330
H 16.844 21.428 0.979
C 19.197 22.450 -11.460
C 17.760 22.470 -10.906
C 17.667 21.849 -9.500
C 18.285 22.642 -8.428
N 18.791 23.290 -7.609
H 19.924 23.106 -10.983
H 19.220 22.777 -12.500
H 19.585 21.435 -11.363
H 17.187 21.877 -11.619
H 17.409 23.500 -10.967
H 18.182 20.888 -9.494
H 16.604 21.653 -9.360
C 14.655 23.555 -6.074
C 14.945 22.283 -6.887
C 15.554 21.155 -5.935
C 16.511 21.644 -4.833
N 17.230 22.012 -4.010
H 13.934 23.159 -5.360
H 14.339 24.422 -6.654
H 15.570 23.822 -5.545
H 15.614 22.459 -7.729
H 14.132 21.894 -7.500
H 16.042 20.423 -6.578
H 14.755 20.651 -5.393
C 20.965 11.638 -10.519
C 21.917 12.836 -10.633
C 21.194 14.140 -10.208
C 22.205 15.283 -10.127
N 23.033 16.117 -10.048
H 20.920 11.433 -9.450
H 21.293 10.719 -11.005
H 19.985 11.978 -10.853
H 22.299 12.987 -11.642
H 22.713 12.605 -9.925
H 20.798 13.867 -9.230
H 20.462 14.507 -10.927
C 23.289 16.772 -5.393
C 23.789 17.918 -4.542
C 22.857 19.186 -4.702
C 22.690 19.752 -3.343
N 22.634 20.260 -2.279
H 23.949 15.922 -5.219
H 23.285 17.066 -6.442
H 22.294 16.456 -5.080
H 24.850 18.044 -4.759
H 23.959 17.546 -3.532
H 21.842 18.957 -5.027
H 23.105 20.076 -5.280
C 15.887 17.341 -10.158
C 14.664 16.761 -10.957
C 14.955 15.539 -11.911
C 15.605 14.455 -11.142
N 16.120 13.585 -10.625
H 16.730 17.516 -10.826
H 16.225 16.610 -9.423
H 15.714 18.263 -9.603
H 14.265 17.428 -11.721
H 13.949 16.414 -10.211
H 15.691 15.868 -12.644
H 14.103 15.169 -12.482

Results
Net charge = +3
E_HOMO (spin up / spin down) = -15.8 / -15.8 eV
Molecular weight = 977.8 Da
DFT total energy = -63560.305 eV
Expectation value of S² = 0.762
Lowest unoccupied orbital energy (spin up / spin down) = -11.65 / -13.45 eV
Spin multiplicity = 2

***

# 8
Computed, not measured: one molecule with the formula C3H7Cl2P in a non-equilibrium geometry, with ωB97M-V/def2-TZVPD.

Atoms and positions in Å:
C 0.256 0.236 -1.335
C 1.330 0.191 1.066
C 0.291 -0.290 0.085
P -1.425 -0.199 0.762
Cl 2.864 0.491 0.226
Cl 0.743 -2.128 0.156
H 1.063 -0.364 -2.000
H -0.691 -0.005 -1.807
H 0.432 1.252 -1.307
H 0.951 1.102 1.634
H 1.514 -0.537 1.762
H -1.118 -1.224 1.874
H -1.762 -1.093 -0.132

Results
ΔE to the lowest compared entry with this formula, charge and spin = 11.9 kcal per mole
SMILES = C[C@@](P)(Cl)CCl
E_HOMO = -9.7 eV
Molecular weight = 145.0 Da
DFT total energy = -37556.809 eV
Lowest unoccupied orbital energy = 0.75 eV

***

# 9
Computed, not measured: a 2-piece molecular cluster, C21H20BCl4O6 overall in a non-equilibrium geometry, with ωB97M-V/def2-TZVPD.

Atoms and positions in Å:
Cl -4.360 0.150 1.891
B -2.799 1.142 2.137
Cl -2.021 1.708 0.527
Cl -3.196 2.635 3.171
O -1.874 0.216 2.852
C -0.648 0.436 3.157
C 0.444 -0.363 2.648
C 1.748 0.184 2.672
C 2.849 -0.586 2.343
C 2.656 -1.929 1.991
Cl 4.020 -2.944 1.734
C 1.365 -2.470 1.865
C 0.253 -1.681 2.171
H -0.439 1.307 3.792
H 1.865 1.228 2.958
H 3.855 -0.177 2.351
H 1.237 -3.485 1.511
H -0.761 -2.060 2.065
C 1.204 3.351 7.078
C 1.692 1.937 7.007
O 0.488 1.111 7.139
C 0.319 0.183 6.195
C -1.062 -0.332 6.148
C -2.180 0.553 6.123
C -3.526 -0.007 6.541
C -3.676 -0.657 7.767
C -4.923 -1.158 8.162
C -6.038 -0.981 7.331
C -5.905 -0.279 6.120
C -4.659 0.236 5.758
O -2.036 1.746 5.842
C -1.145 -1.780 6.225
O -2.083 -2.474 5.845
O -0.020 -2.287 6.795
C -0.119 -3.659 7.232
C 1.249 -4.083 7.681
O 1.215 -0.181 5.445
H 2.027 4.054 6.947
H 0.483 3.497 6.267
H 0.703 3.560 8.026
H 2.166 1.731 6.041
H 2.360 1.646 7.823
H -2.811 -0.733 8.425
H -5.013 -1.646 9.142
H -7.016 -1.370 7.639
H -6.778 -0.097 5.488
H -4.541 0.819 4.849
H -0.826 -3.714 8.073
H -0.465 -4.301 6.413
H 1.262 -5.168 7.796
H 2.019 -3.793 6.959
H 1.503 -3.638 8.647

Results
ΔE to the lowest compared entry with this formula, charge and spin = 4.7 kcal per mole
Net charge = -1
E_HOMO = -4.6 eV
Molecular weight = 521.0 Da
DFT total energy = -85158.212 eV
Lowest unoccupied orbital energy = 0.79 eV

***

What is the formula in the sixth record? C23H21F6N3O2SbZn

***

Which value of DFT total energy does entry 3 give? -13950.202 eV

***

DFT total energy of number 3 (C3H4NP)? -13950.202 eV

***

Which of these has the highest molecular weight? C25H38BN5O9Pb2